{
  "formula": "C7H7N2O2",
  "method": "wB97M-V/def2-TZVPD",
  "elements": ["O", "O", "N", "N", "C", "C", "C", "C", "C", "C", "C", "H", "H", "H", "H", "H", "H", "H"],
  "coordinates": [[-2.130, -1.087, -0.001], [1.058, 0.528, 0.014], [2.037, -1.436, 0.000], [0.103, -0.432, 0.003], [-3.338, -0.508, -0.001], [-1.849, 1.143, 0.006], [3.503, 0.573, 0.008], [0.724, -1.611, -0.006], [-1.231, -0.085, 0.003], [2.232, -0.143, 0.010], [-3.228, 0.856, 0.003], [-1.380, 2.105, 0.010], [-4.027, 1.567, 0.004], [3.836, 0.729, -1.021], [-4.192, -1.156, -0.004], [0.224, -2.561, -0.013], [4.260, -0.029, 0.505], [3.399, 1.547, 0.480]],
  "nbo_charge": [-0.3778, -0.1979, -0.4322, 0.0016, 0.1479, -0.2385, -0.7014, 0.2769, 0.3435, 0.6055, -0.2885, 0.2573, 0.2614, 0.2845, 0.2361, 0.2677, 0.2855, 0.2685],
  "gap_ha": [0.292, 0.292],
  "e_lumo_ev": [-4.9, -4.9],
  "charge": 1
}



{
  "formula": "C7H7N2O4S",
  "method": "wB97M-V/def2-TZVPD",
  "elements": ["S", "O", "O", "O", "O", "N", "N", "C", "C", "C", "C", "C", "C", "C", "H", "H", "H", "H", "H", "H", "H"],
  "coordinates": [[-0.562, -1.260, 2.207], [-1.897, -1.334, 2.781], [2.655, -0.825, 1.357], [0.522, -1.605, 3.138], [0.681, -2.747, -0.990], [-0.433, -2.436, 0.966], [2.143, 0.093, 0.351], [-1.502, 1.493, -0.312], [0.271, 0.085, -1.281], [0.346, -2.084, -0.038], [-1.377, 0.791, 0.888], [0.689, -0.426, 0.070], [-0.643, 1.072, -1.355], [-0.240, 0.068, 1.132], [-2.286, 2.283, -0.434], [1.958, -0.774, 2.007], [-0.792, -3.302, 0.913], [0.792, -0.504, -2.078], [2.694, -0.137, -0.406], [-2.177, 0.841, 1.548], [-0.572, 1.625, -2.399]],
  "nbo_charge": [2.2616, -0.9480, -0.6259, -0.9665, -0.6378, -0.8648, -0.3093, -0.4272, -0.3141, 0.6940, -0.1282, -0.0492, -0.1788, -0.5421, 0.1998, 0.4763, 0.4069, 0.2206, 0.3249, 0.2165, 0.1912],
  "gap_ha": 0.244,
  "e_lumo_ev": 3.4,
  "charge": -1
}



{
  "formula": "C7H7N2O6PtS2",
  "method": "wB97M-V/def2-TZVPD",
  "elements": ["Pt", "S", "S", "O", "O", "O", "O", "O", "O", "N", "N", "C", "C", "C", "C", "C", "C", "C", "H", "H", "H", "H", "H", "H", "H"],
  "coordinates": [[0.477, -0.051, -0.496], [0.734, -3.316, -0.054], [-2.420, -0.742, 0.166], [-3.621, 0.046, 0.350], [1.907, -4.190, -0.045], [-1.641, -0.984, 1.357], [-1.564, -0.161, -0.949], [3.838, 2.069, 0.025], [2.419, 0.343, -0.122], [0.331, 1.942, -0.232], [0.796, -2.002, -0.675], [2.720, 1.595, -0.061], [-0.793, 2.648, -0.085], [1.631, 3.880, 0.206], [1.519, 2.529, -0.048], [0.475, 4.637, 0.307], [-2.922, -2.318, -0.462], [-0.753, 4.005, 0.185], [-1.719, 2.103, -0.201], [-3.664, -2.151, -1.239], [-1.681, 4.548, 0.297], [2.624, 4.290, 0.323], [-2.043, -2.818, -0.863], [0.529, 5.703, 0.487], [-3.345, -2.879, 0.368]],
  "nbo_charge": [0.9603, 1.3684, 2.3988, -0.9986, -0.9559, -0.9871, -0.9925, -0.6394, -0.6587, -0.4136, -1.0980, 0.7411, 0.0574, -0.2122, 0.1035, -0.1684, -0.9000, -0.2487, 0.2501, 0.2289, 0.2229, 0.2478, 0.2455, 0.2134, 0.2351],
  "gap_ha": 0.278,
  "e_lumo_ev": 2.4,
  "charge": -1
}



{
  "formula": "C7H7N3O2",
  "method": "wB97M-V/def2-TZVPD",
  "elements": ["O", "O", "N", "N", "N", "C", "C", "C", "C", "C", "C", "C", "H", "H", "H", "H", "H", "H", "H"],
  "coordinates": [[3.470, 1.692, 0.327], [2.764, -0.473, -0.048], [-0.220, -0.150, -0.583], [-1.997, 0.806, 0.352], [-1.530, -0.224, -0.414], [-0.903, 1.510, 0.785], [2.695, 0.803, 0.134], [0.091, 0.881, 0.087], [-3.314, 0.648, 0.589], [-3.703, -0.519, -0.158], [3.986, -1.036, -0.361], [-2.538, -1.059, -0.744], [3.818, -2.096, -0.445], [-4.701, -0.941, 0.057], [4.694, -0.962, 0.379], [-0.719, 2.188, 1.605], [4.315, -0.577, -1.342], [-3.877, 1.267, 1.224], [-2.332, -1.758, -1.445]],
  "nbo_charge": [-0.5390, -0.4879, -0.3846, -0.0987, 0.0471, -0.3092, 0.8938, 0.1379, -0.1235, -0.2882, -0.2591, -0.1162, 0.2050, 0.2382, 0.1899, 0.2504, 0.1933, 0.2256, 0.2252],
  "gap_ha": 0.253,
  "e_lumo_ev": -0.3,
  "charge": 0
}



{
  "formula": "C7H7N4",
  "method": "wB97M-V/def2-TZVPD",
  "elements": ["N", "N", "N", "N", "C", "C", "C", "C", "C", "C", "C", "H", "H", "H", "H", "H", "H", "H"],
  "coordinates": [[0.248, -0.580, -0.367], [-2.110, 2.006, -1.525], [-3.132, -0.898, 1.633], [2.149, 0.259, 0.135], [0.393, 0.592, 1.839], [-2.791, -0.669, 0.568], [-2.297, 0.907, -1.277], [-2.306, -0.441, -0.799], [1.039, -0.849, -1.418], [0.934, 0.164, 0.575], [2.311, -0.344, -1.085], [0.863, -1.451, -2.189], [0.881, 1.607, 1.935], [3.280, -0.520, -1.609], [-0.739, 0.659, 1.808], [2.932, 0.825, 0.469], [-2.209, -1.223, -1.448], [0.554, -0.043, 2.755]],
  "nbo_charge": [-0.3590, -0.1920, -0.2000, -0.5142, -0.7122, 0.2007, 0.1876, -0.1451, 0.0095, 0.5315, 0.1096, 0.2343, 0.2645, 0.2708, 0.2942, 0.4582, 0.2482, 0.3134],
  "gap_ha": [0.174, 0.341],
  "e_lumo_ev": [-8.3, -5.8],
  "charge": 1
}



{
  "formula": "C7H7N4",
  "method": "wB97M-V/def2-TZVPD",
  "elements": ["N", "N", "N", "N", "C", "C", "C", "C", "C", "C", "C", "H", "H", "H", "H", "H", "H", "H"],
  "coordinates": [[2.556, -0.596, -0.498], [1.321, 1.295, -1.589], [2.560, 1.294, -2.218], [-0.027, 0.102, 1.765], [3.350, 0.146, -1.554], [1.264, 0.187, -0.560], [-1.448, -0.354, -0.654], [-1.288, -0.040, 2.551], [-0.164, -0.033, 0.289], [-2.697, -0.322, 1.790], [-2.904, -0.527, 0.153], [-3.923, -0.757, -0.373], [0.469, 1.887, -1.714], [4.471, -0.117, -1.858], [2.778, -1.418, 0.106], [-3.670, -0.390, 2.472], [-1.270, 0.088, 3.728], [-1.379, -0.447, -1.836]],
  "nbo_charge": [-0.5396, -0.3414, -0.1579, -0.4072, 0.1663, 0.4417, -0.2439, 0.0308, 0.0784, -0.2178, -0.1552, 0.2783, 0.4808, 0.2950, 0.4984, 0.2591, 0.2685, 0.2659],
  "gap_ha": 0.302,
  "e_lumo_ev": -4.6,
  "charge": 1
}



{
  "formula": "C7H7NO4",
  "method": "wB97M-V/def2-TZVPD",
  "elements": ["O", "O", "O", "O", "N", "C", "C", "C", "C", "C", "C", "C", "H", "H", "H", "H", "H", "H", "H"],
  "coordinates": [[2.857, 0.037, 1.143], [2.626, -1.507, -1.865], [1.410, 0.240, -2.518], [-2.044, -1.872, 1.047], [0.089, 0.554, -0.390], [0.632, 1.090, 0.906], [1.767, 0.144, 0.742], [-1.259, 0.043, -0.339], [0.924, -0.605, -0.366], [1.746, -0.723, -1.685], [-1.121, -1.422, 0.378], [0.236, -1.888, 0.046], [0.237, -2.816, -0.572], [0.045, 0.961, 1.838], [0.963, 2.120, 0.867], [-1.982, 0.768, 0.210], [0.697, -2.154, 0.957], [0.823, 0.818, -2.082], [-1.569, -0.445, -1.324]],
  "nbo_charge": [-0.4463, -0.5536, -0.6586, -0.5108, -0.4476, -0.3494, 0.6170, -0.3393, -0.1169, 0.7861, 0.5874, -0.5661, 0.2875, 0.2327, 0.2352, 0.2442, 0.2670, 0.5023, 0.2292],
  "gap_ha": 0.366,
  "e_lumo_ev": 0.3,
  "charge": 0
}



{
  "formula": "C7H7NOS",
  "method": "wB97M-V/def2-TZVPD",
  "elements": ["S", "O", "N", "C", "C", "C", "C", "C", "C", "C", "H", "H", "H", "H", "H", "H", "H"],
  "coordinates": [[2.501, -0.636, -0.816], [0.366, -2.773, 0.757], [1.220, 0.663, 1.100], [0.505, -1.615, 0.670], [2.762, 1.053, -0.568], [-1.259, 1.031, 0.099], [1.285, -0.550, 0.575], [-2.456, -1.280, -0.461], [-1.437, -0.257, -0.037], [2.099, 1.507, 0.533], [2.894, 1.631, -1.455], [-2.001, 1.709, -0.146], [2.033, 2.509, 0.934], [-2.463, -1.359, -1.605], [-3.394, -0.835, -0.116], [-0.221, 1.444, 0.495], [-2.433, -2.242, 0.043]],
  "nbo_charge": [0.3522, -0.4504, -0.4349, 0.6283, -0.4626, -0.5174, -0.1070, -0.7076, 0.0695, -0.0223, 0.2466, 0.2143, 0.2181, 0.2364, 0.2294, 0.2640, 0.2431],
  "gap_ha": [0.257, 0.257],
  "e_lumo_ev": [-0.4, -0.4],
  "charge": 0
}



{
  "formula": "C7H7NS2",
  "method": "wB97M-V/def2-TZVPD",
  "elements": ["S", "S", "N", "C", "C", "C", "C", "C", "C", "C", "H", "H", "H", "H", "H", "H", "H"],
  "coordinates": [[1.551, 2.371, -0.260], [3.455, -1.405, 0.225], [0.872, -2.051, -0.189], [0.936, 0.796, -0.108], [-1.080, -0.586, 0.378], [-0.023, 3.007, 0.085], [-0.484, -1.653, -0.547], [1.904, -1.265, -0.058], [-0.378, 0.728, 0.202], [-0.940, 2.032, 0.309], [1.041, -3.052, -0.138], [-1.098, -2.555, -0.516], [-2.140, -0.479, 0.139], [-1.000, -0.917, 1.419], [-0.158, 4.071, 0.090], [-0.485, -1.266, -1.574], [-1.973, 2.223, 0.543]],
  "nbo_charge": [0.4444, 0.0069, -0.6171, -0.2540, -0.4165, -0.4118, -0.2009, 0.1640, -0.1813, -0.2565, 0.4107, 0.2093, 0.2219, 0.2192, 0.2326, 0.2097, 0.2195],
  "gap_ha": 0.310,
  "e_lumo_ev": 0.2,
  "charge": 0
}



{
  "formula": "C7H7NS3",
  "method": "wB97M-V/def2-TZVPD",
  "elements": ["S", "S", "S", "N", "C", "C", "C", "C", "C", "C", "C", "H", "H", "H", "H", "H", "H", "H"],
  "coordinates": [[4.383, -0.137, 0.464], [-0.448, 3.305, -0.032], [1.789, -0.943, -0.682], [0.205, 1.819, -0.324], [-1.850, 0.582, 0.210], [-2.525, -0.607, 0.301], [2.687, -0.239, 0.607], [-0.623, -1.839, -0.309], [-0.406, 0.694, -0.124], [-1.947, -1.827, 0.025], [0.150, -0.632, -0.276], [-2.399, -2.720, 0.092], [2.297, 0.499, 1.271], [-0.188, -2.723, -0.453], [-2.414, 1.553, 0.422], [4.472, -0.195, -0.884], [0.402, 3.851, -0.925], [-3.584, -0.442, 0.616]],
  "nbo_charge": [0.0746, 0.2761, 0.4040, -0.5554, -0.2028, -0.2278, -0.6231, -0.1928, 0.0969, -0.1787, -0.1997, 0.2093, 0.2248, 0.2127, 0.2164, 0.1173, 0.1267, 0.2216],
  "gap_ha": [0.293, 0.186],
  "e_lumo_ev": [0.2, -1.7],
  "charge": 0
}



{
  "formula": "C7H7O2S",
  "method": "wB97M-V/def2-TZVPD",
  "elements": ["S", "O", "O", "C", "C", "C", "C", "C", "C", "C", "H", "H", "H", "H", "H", "H", "H"],
  "coordinates": [[-1.795, 0.931, -0.673], [-1.673, 1.872, 1.746], [2.023, -0.036, -0.650], [-0.290, 0.306, -2.682], [-1.082, 1.271, 0.876], [-0.223, 0.355, -1.222], [0.253, 0.603, 1.022], [0.850, 0.313, -0.389], [-0.105, -0.840, 1.455], [0.766, -1.576, 2.192], [-0.731, -0.541, -3.122], [1.108, 0.964, 1.748], [0.640, 0.228, -3.281], [0.445, -2.448, 2.516], [-1.178, -1.248, 1.352], [1.785, -1.341, 2.357], [-0.791, 1.188, -3.245]],
  "nbo_charge": [0.2204, -0.6015, -0.7496, -0.6261, 0.4153, -0.4669, -0.4547, 0.4373, -0.1076, -0.4447, 0.1842, 0.2379, 0.2174, 0.1685, 0.2083, 0.1909, 0.1708],
  "gap_ha": 0.224,
  "e_lumo_ev": 3.5,
  "charge": -1
}



{
  "formula": "C7H8",
  "method": "wB97M-V/def2-TZVPD",
  "elements": ["C", "C", "C", "C", "C", "C", "C", "H", "H", "H", "H", "H", "H", "H", "H"],
  "coordinates": [[0.793, -0.947, -0.344], [-0.903, 0.623, 0.592], [-0.409, -1.617, 1.699], [0.849, 0.003, -1.445], [-0.541, 1.605, -0.337], [-0.140, -0.588, 0.642], [0.531, 1.294, -1.189], [0.412, -1.507, 2.319], [1.479, -1.833, -0.248], [0.776, 2.164, -1.796], [-0.789, -2.703, 1.541], [1.262, -0.217, -2.498], [-1.199, 2.433, -0.587], [-1.055, -1.242, 2.491], [-1.954, 0.664, 1.065]],
  "mulliken_spin": [0.2637, 0.2415, -0.0867, 0.2878, 0.5511, 0.1912, -0.1413, 0.0018, -0.0260, -0.1730, -0.0022, -0.0326, -0.0225, 0.0128, -0.0657],
  "s_squared": 0.762,
  "gap_ha": [0.127, 0.278],
  "e_lumo_ev": [4.3, 4.3],
  "spin_multiplicity": 2,
  "charge": -1
}



{
  "formula": "C7H8",
  "method": "wB97M-V/def2-TZVPD",
  "elements": ["C", "C", "C", "C", "C", "C", "C", "H", "H", "H", "H", "H", "H", "H", "H"],
  "coordinates": [[1.205, 0.310, 1.963], [-1.931, 0.658, 0.718], [-1.053, 0.192, -0.067], [0.657, -0.652, -1.643], [-0.768, -0.513, -1.307], [1.521, -0.468, -0.619], [1.174, -0.019, 0.695], [2.193, 0.582, 2.477], [-1.620, 1.184, 1.605], [-2.876, 0.918, 0.253], [-1.207, -1.490, -1.145], [0.331, 0.559, 2.454], [2.652, -0.347, -0.710], [1.157, -0.758, -2.570], [-1.434, -0.156, -2.104]],
  "nbo_charge": [-0.4485, -0.5182, 0.1274, -0.1224, -0.5640, -0.2895, 0.0649, 0.1990, 0.2116, 0.2011, 0.2544, 0.2072, 0.2187, 0.2258, 0.2324],
  "gap_ha": 0.302,
  "e_lumo_ev": 0.7,
  "charge": 0
}



Computed energy relative to the best compared isomer or geometry (same formula, charge and spin), in the same sequence as the records: 0.0, 22.5, 13.0, 186.2, 121.3, 250.4, 18.3, 106.4, 66.3, 33.0, 41.3, 38.6, 140.2 kcal per mole.
Computed total energy, in the same sequence as the records: -530.605448, -1079.521541, -1747.710320, -585.433433, -489.544489, -489.338833, -626.594898, -798.918006, -1121.969326, -1520.112647, -819.570317, -271.415874, -271.308085 hartree.